Density functional theory data (ωB97M-V/def2-TZVPD) for 13 unconnected molecules or ions with the total composition C29H87N9O20 at a distorted geometry.

The geometry in XYZ format:
```
145
Properties=species:S:1:pos:R:3:forces:R:3
H 11.02535 -4.68686 24.62244 0.729 0.243 0.131
C 24.11054 -2.20960 15.19951 -0.965 -0.091 -1.312
H 7.10911 7.63162 21.14904 -0.062 0.245 -0.101
H 21.30151 11.01007 18.02971 -0.188 -0.157 -0.075
N 19.50386 9.55972 16.43465 0.159 -0.393 -1.313
H 15.87436 -1.21827 15.82435 0.466 -0.048 0.295
O 16.10714 -0.95436 14.93118 0.185 -0.253 0.480
H 17.82142 3.73716 21.52959 -0.073 -0.048 0.580
H 15.26837 3.07600 21.53065 0.158 0.221 -0.669
H 25.03166 -3.77443 14.33590 -0.213 0.369 -0.126
H 18.58220 0.50959 7.84505 -0.093 -0.173 0.029
O 17.09477 3.45062 19.68728 0.107 -1.329 -0.016
H 7.10651 5.01239 21.39371 0.873 0.365 0.021
H 10.15933 -4.92461 26.06042 -0.233 0.757 0.584
H 23.58638 -2.51362 17.26178 0.693 -0.298 0.237
O 6.82231 5.43435 23.42755 -0.430 -0.406 0.522
H 13.92337 -6.52331 20.55041 0.226 -0.151 -0.594
H 7.44654 3.29524 23.78926 -1.444 0.076 -0.349
C 23.60931 -1.68249 16.55694 0.440 -1.078 -0.171
H 19.94343 8.92113 18.33404 -0.283 0.071 0.800
H 9.55175 -2.34681 25.72282 0.082 0.647 0.060
O 24.81600 -3.45315 15.21446 -0.070 0.146 1.229
O 24.28074 -0.54900 17.06141 -0.312 0.135 0.005
C 8.16167 -0.35196 18.57635 1.658 -0.048 -1.349
H 16.59201 3.07167 23.63608 0.169 -0.058 -0.004
H 19.55765 2.33182 8.38101 0.601 0.197 -0.132
H 15.35700 10.33266 11.71365 0.779 0.206 0.586
O 10.77067 -2.28264 24.05392 -0.591 0.398 -1.027
N 23.69675 5.09158 15.61962 -1.447 -5.909 0.371
H 24.64621 -1.50873 14.55927 0.405 0.605 0.668
H 8.55541 0.64534 18.38021 0.082 0.228 -0.177
H 19.04670 3.34603 19.45196 0.698 -0.590 -0.362
H 17.45181 10.57637 17.43940 0.082 0.198 0.270
N 15.94694 9.59508 12.07146 0.659 0.684 0.781
H 5.26155 5.99596 20.50662 -0.042 -0.286 -0.081
H 24.48673 7.97844 15.05736 -0.104 -0.235 -0.517
C 20.16408 5.40741 28.77391 2.083 0.167 -0.408
H 18.14717 2.10426 21.01131 -0.019 -0.266 -0.468
C 14.88106 -0.59861 14.37810 -0.730 2.095 -1.274
H 5.43837 8.31018 20.85034 0.297 -0.022 -0.237
N 24.12822 7.04752 14.89938 0.127 2.583 -2.304
H 23.22686 -4.40665 22.47768 0.357 0.272 0.180
H 20.44718 -1.72086 22.93935 0.322 -0.122 0.178
O 20.23221 5.97652 27.47239 -1.334 0.107 0.237
C 9.24900 -1.42079 18.03048 -2.514 1.951 0.470
H 15.29731 1.57635 14.45073 0.200 -0.104 0.028
C 10.22546 -4.24125 25.21380 1.406 -1.001 -0.513
H 9.45895 -1.21805 16.98027 0.227 0.553 -0.167
H 21.67750 3.12866 27.47645 0.009 0.248 0.116
O 16.36228 -4.44063 19.38353 1.578 1.384 0.598
N 4.17364 6.45532 22.20526 -0.423 -0.080 0.445
O 16.13905 7.36478 12.27792 0.196 -0.597 -0.114
C 6.06850 7.67295 21.47080 0.047 0.370 0.476
C 18.18095 3.17602 18.81190 0.500 1.082 0.897
O 19.93847 1.22571 11.60475 0.937 0.951 -1.551
H 20.24337 6.18678 29.53181 -0.056 0.223 0.142
C 16.08624 2.36119 21.62135 0.025 0.511 1.187
N 15.00826 8.32560 10.56460 -1.646 -0.665 -2.246
H 15.29702 1.26212 20.15301 -0.122 -0.233 -0.263
H 23.51719 -2.68339 22.56140 -0.055 -0.609 -0.172
H 19.81431 11.49098 18.94346 0.643 0.470 0.342
C 15.51983 -5.51099 19.35075 -2.037 -2.348 0.081
H 19.16420 0.91196 12.07769 -0.214 0.197 -0.382
O 20.76907 -4.16708 23.00276 0.221 -0.769 -0.876
C 17.87273 9.84856 18.13309 1.245 0.421 2.382
C 7.58427 4.35534 24.00217 1.299 1.206 -0.335
C 14.48059 0.91087 14.73038 0.114 -2.995 -1.529
H 15.24100 1.93659 23.54242 0.298 -0.392 0.082
C 21.63958 -3.32804 22.81340 -3.249 -1.022 1.729
H 23.26020 4.82435 14.74893 0.177 -0.052 0.498
H 16.95566 1.36606 23.18945 -0.119 -0.190 0.960
H 16.19976 -5.46616 21.73168 0.286 0.097 0.359
H 17.83216 8.47124 20.25694 0.042 -0.549 1.078
H 14.95087 -0.63914 13.29109 0.299 -0.080 -0.169
H 11.34145 -2.35600 25.96814 -0.208 -0.769 0.666
O 8.62619 -2.65786 18.08982 0.742 -1.681 0.575
C 17.39047 2.88868 20.99813 -1.367 1.097 -0.323
H 20.62198 0.99951 9.05965 0.288 0.049 -0.525
H 22.53383 -1.51612 16.49566 0.157 0.946 -0.301
C 10.50962 -2.73042 25.37151 -0.263 -0.765 -0.146
H 18.53498 2.35784 10.71587 -0.230 0.305 -0.583
C 21.41430 4.53064 28.84818 -1.186 0.161 0.703
H 21.53305 4.41449 29.92545 0.716 -0.527 0.108
N 21.39941 -2.05626 22.90990 -2.129 5.052 0.020
H 18.30739 3.95643 18.06151 -0.655 -0.134 -0.279
C 16.22538 2.17367 23.13881 0.417 0.203 -0.852
C 14.66761 -5.72970 20.61678 0.348 0.054 0.501
N 15.62242 1.08974 21.09348 -0.203 0.359 -0.581
C 20.21403 11.08269 18.01523 -1.822 -0.002 1.408
H 14.08336 -4.84142 20.85703 0.141 0.385 0.037
C 18.05003 9.49350 20.56616 0.174 0.560 -2.396
H 4.38810 6.49225 23.19155 -0.080 0.357 0.393
H 20.09244 3.06984 10.46440 0.583 -0.345 0.385
C 5.45200 6.30632 21.53400 -0.301 -0.225 0.071
H 8.59703 4.48146 23.61940 0.426 0.182 0.193
H 17.33882 8.91152 17.97500 0.419 -0.458 -0.303
O 9.08032 -4.47722 24.42559 -0.665 0.625 0.293
H 20.48036 9.43215 16.21047 0.073 -0.071 -0.436
H 22.29580 4.96920 28.38050 -0.172 0.464 0.261
H 17.22896 -4.84664 19.30856 0.295 0.713 0.074
H 19.00263 8.75959 16.07597 -0.053 -0.313 0.213
H 3.60028 5.62673 22.13604 -0.043 -0.247 -0.346
H 14.88059 1.58759 16.33923 -0.307 0.022 1.237
H 10.17558 -1.32222 18.59602 -0.158 -0.558 0.170
C 15.71490 8.32992 11.67334 0.801 -0.172 1.416
O 14.21154 0.94185 16.10050 0.439 1.074 0.346
H 14.10224 -1.31974 14.62611 -0.276 0.238 0.387
O 15.49156 -6.11425 21.73794 -0.305 0.417 -0.771
H 7.06500 -0.71601 16.97046 0.185 0.258 -0.159
H 13.63561 1.18152 14.09725 -0.379 0.071 0.217
H 14.72349 9.22950 10.21538 -0.199 -0.731 -0.440
H 19.82712 11.73687 17.23391 0.407 0.032 -0.103
O 18.62219 0.60963 8.79899 -0.822 -0.762 0.119
H 11.60484 -1.81927 23.94875 -0.064 -0.135 0.359
H 16.39226 0.44100 21.01226 0.162 -0.212 0.068
H 24.05777 6.59942 13.99698 0.299 0.854 0.032
H 5.81290 4.27015 22.11639 -0.688 -0.135 0.100
H 16.71552 9.64569 12.72478 -0.511 0.845 0.076
H 7.60988 4.51472 25.08015 -0.167 -0.026 -0.129
H 22.15312 -1.38538 22.95370 -0.562 -0.013 -0.103
H 18.15632 2.17670 18.37735 0.010 -0.037 0.027
H 19.11713 9.69014 20.46252 0.342 -0.468 1.228
O 17.53197 10.26175 19.49654 -0.816 1.277 -1.912
H 25.22723 -0.69264 16.98969 0.065 -0.112 0.028
H 14.64275 7.45101 10.21589 -0.060 0.425 -0.039
H 23.18280 -2.29518 14.63378 -0.208 -0.613 -0.253
H 5.99483 8.10728 22.46780 0.397 0.095 0.104
H 8.00307 -0.36739 19.65464 -0.194 -0.658 -0.131
O 24.32919 6.63078 17.06213 0.441 0.462 2.365
H 14.88004 -5.41496 18.47351 -0.335 -0.185 -0.040
H 17.54591 9.90980 21.43831 0.401 -0.607 0.198
C 19.43695 9.76623 17.86778 -0.825 -0.036 -1.400
H 19.26814 4.82142 28.97887 -0.003 -0.185 -0.266
O 6.91389 -0.51450 17.89683 0.061 -0.316 0.671
H 19.33728 6.30541 27.36041 0.006 0.377 -0.755
H 16.11823 -6.41687 19.25388 -0.187 -0.350 -0.230
H 7.71748 -2.59400 17.78688 -0.077 0.275 0.102
N 22.91178 -3.47699 22.71555 5.085 -2.785 -0.982
C 6.33254 5.22822 22.13025 0.341 -1.475 -0.749
C 19.56737 2.11465 10.46462 -1.643 -1.125 1.588
O 21.12298 3.30194 28.24071 -0.065 -1.034 -0.139
H 23.76012 4.48775 16.42676 -0.514 -0.661 -0.564
C 24.04879 6.26735 15.95470 0.996 2.952 0.121
C 19.65248 1.49741 9.07589 0.593 0.705 1.068
H 9.16828 -3.85779 23.69745 -0.185 0.004 -0.421
```
Forces are in eV/Å.

The total energy is -3154.41545 Eh. The calculation puts the HOMO energy at -9.1 eV. For the lowest unoccupied orbital energy, the calculation gives -0.00121 Ha. For the HOMO-LUMO gap, the calculation gives 9.076 eV.

***

Density functional theory data (ωB97M-V/def2-TZVPD) for a single C4H6N2O molecule at a distorted geometry.

The geometry in XYZ format:
```
13
Properties=species:S:1:pos:R:3:forces:R:3
N -1.68281 0.83544 -0.29204 2.752 1.383 0.465
C -0.45416 0.91931 0.16394 -1.971 -5.509 -4.058
H -3.04150 0.03775 1.12464 -0.776 -0.943 -0.707
H -3.33321 -1.68376 0.15712 -1.479 0.481 0.395
C -3.15162 -0.60427 0.20850 1.854 -1.289 -0.358
H 0.01155 1.79467 0.38516 0.546 2.779 0.998
H 2.74650 -1.81209 0.00083 0.017 3.559 0.127
N -2.38901 -0.31812 -0.79437 1.542 1.681 2.685
H 3.88799 -0.26772 -0.24132 1.008 0.062 -0.049
C 2.89695 -0.60078 -0.07517 -0.117 -2.997 -1.076
H 1.99738 1.55118 -0.37324 0.407 -3.924 -0.292
O 0.53766 -0.14578 0.07542 0.633 2.085 -1.069
C 1.97428 0.29416 -0.33948 -4.415 2.630 2.939
```
Forces are in eV/Å.

The SMILES is C=CO/C=N\N=C. The total energy is -340.56220 Eh. The calculation puts the HOMO energy at -9.4 eV. For the lowest unoccupied orbital energy, the calculation gives 0.03043 Ha. For the HOMO-LUMO gap, the calculation gives 10.255 eV.

***

Density functional theory data (ωB97M-V/def2-TZVPD) for a single C5H7BS molecule at a distorted geometry.

The geometry in XYZ format:
```
14
Properties=species:S:1:pos:R:3:forces:R:3
H -1.48795 -2.42769 -1.26022 0.073 0.745 0.646
H -0.29702 2.00388 0.05383 -0.201 0.404 -0.518
H 0.73740 -1.94837 -2.16583 -0.940 1.382 1.139
B 1.32944 0.68062 -0.12751 -0.073 -2.894 -2.552
C 0.12474 1.20480 0.64966 -0.167 0.027 1.803
S 3.07447 0.97608 -0.62959 -2.095 -2.268 -0.490
C -1.00402 0.22384 1.00515 0.372 0.141 -0.223
H -1.64111 0.42951 1.88219 0.757 0.408 -0.394
H 3.06780 2.09220 -0.03722 0.384 2.368 1.262
C -0.92348 -1.56058 -0.83587 -1.194 -1.106 0.240
H 0.41166 1.73071 1.59701 0.035 -0.307 -0.629
C 0.22521 -1.29049 -1.36953 4.240 1.427 -0.461
C -1.39446 -0.87938 0.36429 0.483 1.083 -0.273
H -2.22269 -1.23513 0.87364 -1.676 -1.410 0.451
```
Forces are in eV/Å.

The total energy is -617.60568 Eh. The calculation puts the HOMO energy at -8.0 eV. For the lowest unoccupied orbital energy, the calculation gives 0.01077 Ha. For the HOMO-LUMO gap, the calculation gives 8.318 eV.

***

Density functional theory data (ωB97M-V/def2-TZVPD) for 2 unconnected molecules or ions with the total composition C12H17N at a distorted geometry.

The geometry in XYZ format:
```
30
Properties=species:S:1:pos:R:3:forces:R:3
H 1.88086 -3.60030 1.19385 -0.712 -0.171 -0.226
C -0.39818 0.80795 2.12212 0.165 0.510 0.117
H 0.28628 -2.83450 1.68887 0.036 -0.418 0.177
C -0.03370 1.63191 1.07812 -0.985 -0.469 -1.139
H -1.44639 1.31084 -3.36968 0.505 0.060 -0.156
C -1.21242 1.23106 -2.32140 -0.723 -1.117 0.811
C 1.14457 -1.93709 -0.76721 -0.848 1.338 0.655
C 1.64542 -1.57640 0.63936 1.339 0.180 -0.797
C -2.23991 -0.17099 0.86555 0.518 -0.497 0.550
H 1.67315 -2.78132 -1.19632 -0.118 -0.096 -0.118
C 1.36405 -2.71875 1.59711 0.905 0.026 -0.017
H -3.20687 -0.65414 0.89976 0.150 -0.408 -0.427
H 1.85762 -2.65922 2.56919 -0.391 0.596 0.207
C -1.70230 0.47216 -0.26074 -0.639 -0.940 -0.108
H 1.58720 2.73966 -1.54832 -0.011 -0.326 -0.270
H -2.47460 -0.45211 -2.03655 -0.489 -0.272 0.126
C 0.57603 2.95342 -1.90695 0.122 0.735 0.476
H 0.05996 -2.08718 -0.68961 0.138 -0.573 -0.177
C -0.42338 1.94380 -1.47039 -0.517 -0.383 -0.462
H 1.30132 -0.58405 0.92346 -0.587 -0.338 0.250
H -1.80372 -0.52280 2.96400 -0.229 -0.350 -0.210
H 0.07302 0.95072 3.08626 0.133 -0.268 0.009
H 0.77498 2.34611 0.99583 0.107 0.021 0.864
H 0.38229 3.94653 -1.49319 -0.259 0.032 0.031
C -0.73068 1.44990 -0.14445 1.553 0.305 0.080
H 2.72950 -1.38543 0.53920 -0.096 -0.395 0.215
H 1.19861 -1.04023 -1.39339 0.392 -0.253 -0.261
C -1.48565 -0.10651 2.01722 0.039 1.643 0.331
H 0.56320 3.06873 -2.98935 0.185 -0.150 -0.002
N -1.94026 0.25822 -1.59231 0.318 1.979 -0.529
```
Forces are in eV/Å.

The SMILES is Cc1c[nH]c2ccccc12.CCC. The total energy is -522.18980 Eh. The calculation puts the HOMO energy at -8.0 eV. For the lowest unoccupied orbital energy, the calculation gives 0.03457 Ha. For the HOMO-LUMO gap, the calculation gives 8.917 eV.

***

Density functional theory data (ωB97M-V/def2-TZVPD) for a molecular structure, C18H17AsIN3O8PdS.

The geometry in XYZ format:
```
50
Properties=species:S:1:pos:R:3:forces:R:3
C -0.37154 2.75474 -3.24492 -0.065 -0.048 -0.037
C -0.92705 4.27962 -5.02835 -0.003 0.007 -0.015
O -1.98394 -1.55172 -0.37618 -0.082 0.017 0.037
C -1.17537 3.76127 -3.76610 0.001 -0.038 0.050
C -0.65977 2.20810 -1.84853 0.053 0.348 0.137
C 0.93509 2.78208 -5.27055 0.008 0.010 -0.022
C 4.43856 -1.76615 0.84009 0.103 -0.178 0.176
H 2.94748 -3.66542 -0.42196 -0.005 -0.030 0.012
H 2.54372 -1.06531 1.65130 0.054 0.009 0.029
C 2.90760 -2.71029 -2.34815 0.123 -0.048 -0.027
C 0.13153 3.79178 -5.78428 0.003 0.014 -0.008
N 5.40921 -1.54904 -0.03833 0.016 0.058 -0.103
H 3.92469 -2.99059 -2.59638 -0.001 -0.013 0.013
H 0.24421 -1.01532 -3.57978 -0.027 -0.066 -0.028
O -1.59033 2.69338 -1.21013 -0.039 -0.067 -0.072
H -0.66579 2.20001 0.96571 -0.049 -0.038 0.037
C -0.36803 1.24673 1.38807 -0.195 0.552 0.611
C 5.23008 -0.51147 -0.87527 0.003 -0.078 0.037
Pd 0.19340 0.00573 0.05491 0.441 -0.416 -0.243
O -1.79191 -3.49645 -1.77779 0.032 -0.004 -0.060
I 1.18975 1.73686 2.83397 -0.060 0.014 -0.098
S -1.54904 -2.05696 -1.66632 0.233 -0.161 -0.036
H 3.57631 -3.17519 1.99524 -0.032 -0.037 -0.093
C 0.85896 -1.59405 -2.90369 0.039 0.136 0.111
As 0.61884 -2.97456 1.08670 -0.083 0.258 -0.470
H -1.99428 4.11346 -3.15235 -0.005 0.015 -0.004
C 2.16820 -1.92566 -3.21731 -0.107 0.097 0.005
C 0.28701 -2.00712 -1.69990 -0.358 -0.438 -0.357
H 6.02395 -0.33417 -1.59496 0.007 0.002 0.006
C 4.10138 0.27803 -0.86219 0.120 -0.403 0.086
H 1.75834 2.39272 -5.85856 0.003 0.002 -0.004
N 3.14197 0.05577 0.04694 0.047 0.353 0.018
H 3.93411 1.06940 -1.58238 0.030 0.022 0.009
O -1.93006 -1.27555 -2.82282 -0.172 -0.013 0.022
H 2.60235 -1.58491 -4.15013 0.000 0.009 -0.004
O 0.39064 -1.39232 1.59671 -0.344 -0.120 0.243
H 0.32784 4.19600 -6.77098 -0.002 -0.006 -0.007
O 0.18286 1.32778 -1.48229 0.111 -0.074 -0.157
O 1.83893 -3.75143 1.86277 -0.102 -0.245 0.103
C 0.68363 2.26647 -4.00714 -0.007 -0.037 0.033
H -1.39438 -3.71519 0.37218 -0.036 0.059 0.005
H 5.12021 -3.56636 1.38855 0.055 0.042 0.017
H 1.29167 1.47500 -3.58776 0.006 0.012 0.001
C 3.31905 -0.91353 0.90872 -0.022 0.228 -0.065
O -0.82226 -3.95828 1.12400 0.011 -0.092 0.188
N 4.50193 -2.83559 1.70555 0.202 0.147 -0.103
H -1.56229 5.06276 -5.42656 0.003 0.007 -0.008
H -1.13777 0.77430 1.99413 -0.006 0.052 -0.028
C 1.06706 -2.73311 -0.78917 0.060 0.068 0.041
C 2.36162 -3.10047 -1.13545 0.037 0.113 0.026
```
Forces are in eV/Å.

The total energy is -4521.98439 Eh. The calculation puts the HOMO energy at -2.3 eV. For the lowest unoccupied orbital energy, the calculation gives 0.15847 Ha. Its charge is -2. For the HOMO-LUMO gap, the calculation gives 6.621 eV.